1.
{
  "formula": "C15H34AlO7",
  "method": "wB97M-V/def2-TZVPD",
  "species": ["C", "O", "C", "C", "C", "C", "C", "C", "Al", "H", "H", "H", "H", "H", "H", "H", "H", "H", "H", "H", "H", "H", "H", "H", "H", "H", "H", "C", "C", "O", "C", "O", "O", "C", "H", "H", "H", "H", "H", "H", "H", "H", "C", "C", "O", "C", "O", "O", "C", "H", "H", "H", "H", "H", "H", "H", "H"],
  "coordinates": [[1.5868, -1.5755, 0.0304], [1.9893, -0.3807, 0.7885], [1.3044, 0.8361, 0.3255], [-0.1644, 0.5667, -0.3808], [-1.0788, 1.9436, -0.5385], [-2.5217, 1.5087, -1.2013], [-3.4429, 0.5553, -0.2369], [-4.8461, 0.0245, -0.9714], [-6.3395, 0.3781, 0.4507], [0.5361, -2.0254, 0.3756], [1.6163, -1.4542, -1.1371], [2.3764, -2.4261, 0.3101], [1.0708, 1.4780, 1.3045], [1.9928, 1.5510, -0.3376], [-0.0887, 0.0909, -1.4540], [-0.7649, -0.1186, 0.3892], [-1.2128, 2.5111, 0.4870], [-0.5013, 2.7079, -1.2471], [-2.2862, 0.9202, -2.1859], [-3.1219, 2.4941, -1.5002], [-2.9151, -0.4102, 0.1616], [-3.7298, 1.2145, 0.7147], [-4.7384, -1.1387, -1.1674], [-5.0101, 0.6377, -1.9552], [-5.8695, -0.3814, 1.7583], [-6.2656, 1.9511, 0.7481], [-7.7282, -0.1000, -0.1387], [5.3451, 2.6240, 1.8522], [4.1373, 3.2015, 1.1354], [3.9308, 4.5711, 1.5025], [4.7529, 5.4688, 0.9048], [5.6275, 5.2131, 0.0922], [4.4532, 6.7013, 1.3867], [5.3131, 7.7317, 0.9066], [5.2572, 2.7692, 2.9334], [5.4458, 1.5559, 1.6433], [6.2684, 3.1232, 1.5395], [3.2397, 2.6523, 1.4399], [4.2240, 3.0987, 0.0472], [5.3609, 7.7343, -0.1870], [6.3124, 7.6114, 1.3368], [4.9082, 8.6930, 1.2348], [-0.1869, -7.3559, -1.3802], [-1.6101, -7.0947, -1.8408], [-2.3704, -6.4481, -0.8127], [-2.1428, -5.1196, -0.6627], [-1.3687, -4.4437, -1.3220], [-2.9061, -4.6744, 0.3669], [-2.6903, -3.3037, 0.6927], [-0.1830, -7.9061, -0.4340], [0.3635, -7.9312, -2.1290], [0.3514, -6.4186, -1.2037], [-2.1041, -8.0505, -2.0475], [-1.6355, -6.5118, -2.7692], [-2.7989, -2.6623, -0.1877], [-1.6992, -3.1805, 1.1407], [-3.4424, -3.0066, 1.4288]],
  "atomic_forces_ev_per_a": [[0.465, -1.805, 0.301], [-1.362, -0.102, -1.903], [-1.345, 1.434, 0.316], [-0.399, 0.758, 0.929], [0.478, -0.181, -0.373], [0.280, -0.030, 0.091], [-0.778, 0.407, 0.064], [1.398, 0.062, 0.104], [0.876, 0.022, -0.963], [2.167, 1.275, -0.881], [-0.121, -0.012, 2.305], [-1.580, 1.991, -0.578], [0.537, -1.431, -1.987], [-1.250, -1.858, 1.093], [-0.125, 0.754, 2.294], [1.339, 1.281, -1.989], [0.179, -1.354, -1.902], [-1.233, -1.617, 1.340], [-0.454, 1.115, 1.683], [1.162, -2.208, 0.720], [-0.548, 1.990, -0.775], [0.660, -1.368, -1.876], [-0.120, 2.323, -0.060], [0.360, -1.337, 1.552], [0.102, -0.414, 0.526], [-0.084, 0.413, 0.045], [-0.590, -0.170, -0.074], [0.332, 0.210, 0.039], [0.146, -0.792, -0.064], [0.494, 1.105, -0.554], [0.286, -0.502, -0.074], [-1.192, 0.456, 1.030], [0.081, -0.883, -0.357], [0.246, 0.406, -0.147], [-0.135, -0.119, -0.115], [-0.100, 0.100, 0.021], [-0.172, -0.096, -0.076], [0.087, 0.424, 0.010], [0.082, 0.206, 0.210], [0.086, -0.139, 0.226], [-0.094, -0.032, -0.221], [-0.133, -0.349, 0.086], [0.204, 0.254, 0.204], [0.367, -0.207, -0.315], [-0.085, 0.786, 0.017], [0.248, 0.522, 0.124], [-1.014, -1.005, 0.798], [0.655, -0.804, -1.088], [-0.060, 0.780, 0.216], [-0.076, -0.066, -0.173], [-0.083, 0.014, 0.046], [-0.141, -0.112, -0.150], [-0.154, 0.273, 0.256], [0.024, 0.073, 0.297], [0.108, -0.178, 0.143], [-0.063, 0.021, -0.187], [0.042, -0.286, -0.206]],
  "lowdin_charge": [-0.144, -0.259, -0.229, -0.201, -0.225, -0.237, -0.322, -0.376, 0.098, 0.095, 0.102, 0.103, 0.130, 0.123, 0.118, 0.116, 0.113, 0.107, 0.103, 0.121, 0.066, 0.075, 0.027, 0.033, -0.164, -0.154, -0.180, -0.064, -0.219, 0.028, -0.549, 0.103, -0.008, -0.057, 0.082, 0.081, 0.073, 0.104, 0.125, 0.096, 0.097, 0.092, -0.074, -0.224, 0.020, -0.548, 0.103, -0.003, -0.048, 0.080, 0.076, 0.074, 0.120, 0.124, 0.082, 0.088, 0.103],
  "e_tot_ha": -1360.9397,
  "total_charge": -1,
  "mol_weight_g_mol": 353.41,
  "homo_energy_ev": -4.48
}

2.
{
  "formula": "C15H34BBrN12O11",
  "method": "wB97M-V/def2-TZVPD",
  "species": ["C", "C", "C", "Br", "C", "C", "C", "O", "C", "O", "B", "O", "O", "C", "C", "O", "H", "H", "H", "H", "H", "H", "H", "H", "H", "H", "C", "O", "N", "N", "H", "H", "H", "H", "C", "O", "N", "N", "H", "H", "H", "H", "C", "O", "N", "N", "H", "H", "H", "H", "C", "O", "N", "N", "H", "H", "H", "H", "C", "O", "N", "N", "H", "H", "H", "H", "C", "O", "N", "N", "H", "H", "H", "H"],
  "coordinates": [[0.5156, -3.8605, 1.8152], [1.6791, -3.0116, 1.3084], [1.3094, -1.6154, 0.7505], [2.4085, -1.1813, -0.7958], [-0.1554, -1.4775, 0.4587], [-0.9240, -0.7834, 1.3126], [-2.3738, -0.6413, 1.1458], [-3.0670, 0.1491, 1.7738], [-3.0218, -1.5471, 0.1572], [-4.3770, -1.5355, 0.1995], [-4.9861, -2.3299, 1.2164], [-5.5279, -1.7242, 2.2979], [-5.0445, -3.6818, 1.1004], [-2.2918, -2.2305, -0.7128], [-0.8194, -2.1475, -0.7134], [-0.2068, -2.6563, -1.6176], [-0.2254, -4.0826, 1.0445], [0.9148, -4.8219, 2.1451], [0.0270, -3.4185, 2.6851], [2.2255, -3.5747, 0.5535], [2.3539, -2.8440, 2.1461], [1.5977, -0.8570, 1.4709], [-0.4766, -0.3212, 2.1856], [-5.2947, -0.7867, 2.3095], [-4.7667, -3.9697, 0.2232], [-2.7347, -2.8729, -1.4635], [-0.9926, 3.4614, 3.4419], [0.1263, 3.4294, 2.9443], [-1.4373, 4.5294, 4.1651], [-1.8584, 2.4200, 3.3003], [-2.3482, 4.5730, 4.5800], [-0.8144, 5.3078, 4.2687], [-1.5492, 1.6195, 2.7902], [-2.7952, 2.4150, 3.6558], [3.0585, 2.9133, -1.0962], [2.9722, 1.9528, -0.3515], [4.1165, 3.0913, -1.9481], [2.0888, 3.8756, -1.1657], [4.1917, 3.8636, -2.5825], [4.8406, 2.3986, -1.9340], [1.2979, 3.7711, -0.5580], [2.1266, 4.6564, -1.7930], [2.1059, 1.4755, -5.1289], [1.5593, 2.5497, -5.3462], [2.2817, 0.5290, -6.0943], [2.5737, 1.1462, -3.8885], [2.6555, -0.3881, -5.9123], [1.9359, 0.7455, -7.0089], [2.4304, 1.8176, -3.1587], [3.0373, 0.2823, -3.6781], [-5.8374, 2.3894, -0.2182], [-6.4736, 3.2788, -0.7506], [-5.1636, 2.5709, 0.9648], [-5.7220, 1.1329, -0.7432], [-4.6047, 1.8561, 1.3947], [-5.2174, 3.4790, 1.3846], [-6.1738, 0.9522, -1.6194], [-5.2111, 0.3963, -0.2928], [2.8049, -3.2015, -4.7261], [2.7534, -2.0956, -5.2464], [3.8484, -4.0567, -4.9589], [1.8486, -3.6604, -3.8725], [3.9207, -4.9651, -4.5433], [4.5695, -3.7434, -5.5803], [1.0843, -3.0460, -3.6526], [1.9043, -4.5485, -3.4135], [2.8551, 0.6532, 4.1538], [2.7150, -0.3799, 3.5091], [3.7582, 0.7420, 5.1786], [2.1245, 1.7660, 3.8981], [3.8950, 1.5735, 5.7198], [4.3069, -0.0717, 5.3804], [1.4668, 1.7342, 3.1414], [2.2067, 2.6321, 4.3943]],
  "atomic_forces_ev_per_a": [[0.159, -0.191, 0.156], [-0.040, -0.046, 0.031], [-0.010, -0.344, -0.055], [0.052, -0.017, -0.079], [-0.079, 0.457, 0.158], [0.221, 0.000, -0.032], [-0.175, 0.217, 0.154], [0.468, -0.327, -0.024], [-0.258, 0.189, -0.039], [0.045, -0.367, -0.044], [-0.291, 0.096, 0.139], [0.151, 0.066, -0.121], [0.034, 0.163, -0.251], [-0.223, -0.125, -0.101], [-0.042, -0.056, 0.223], [0.294, -0.263, -0.183], [-0.048, 0.085, 0.031], [-0.028, 0.009, -0.006], [-0.108, 0.090, -0.121], [-0.035, 0.052, -0.072], [0.171, 0.059, -0.065], [-0.077, 0.017, 0.125], [-0.009, 0.132, -0.042], [-0.079, -0.076, 0.064], [0.007, -0.116, 0.157], [-0.002, 0.105, -0.066], [0.096, -0.147, -0.162], [-0.103, 0.164, 0.058], [-0.019, -0.033, 0.000], [-0.083, 0.262, 0.251], [-0.009, -0.013, 0.001], [0.004, 0.010, -0.033], [-0.064, -0.086, -0.174], [0.004, 0.025, 0.044], [-0.038, 0.143, 0.038], [0.085, 0.103, 0.015], [0.051, 0.117, 0.200], [0.047, -0.011, 0.028], [-0.044, -0.024, -0.038], [-0.013, -0.025, -0.001], [-0.011, -0.008, 0.026], [-0.009, -0.034, -0.044], [-0.123, -0.200, -0.183], [0.041, 0.128, 0.033], [0.168, 0.268, -0.065], [-0.005, -0.009, -0.034], [-0.161, -0.001, 0.101], [-0.050, 0.088, 0.022], [0.002, -0.094, -0.035], [-0.098, -0.093, -0.095], [0.140, 0.004, 0.039], [-0.031, -0.008, 0.012], [-0.103, -0.043, 0.107], [-0.034, -0.006, -0.009], [0.100, 0.005, -0.103], [0.004, 0.030, -0.046], [-0.027, 0.045, -0.002], [0.035, -0.064, -0.021], [0.093, -0.315, 0.298], [0.061, -0.173, 0.086], [-0.092, 0.094, -0.037], [0.009, 0.180, -0.345], [-0.020, -0.002, 0.011], [0.007, 0.012, -0.009], [0.046, 0.010, 0.155], [0.029, 0.016, 0.048], [-0.021, 0.088, -0.077], [-0.067, -0.157, 0.003], [-0.027, -0.020, 0.012], [0.062, -0.278, 0.115], [-0.001, 0.020, -0.026], [0.003, -0.005, -0.021], [0.018, 0.219, -0.073], [0.050, 0.012, -0.009]],
  "lowdin_charge": [-0.090, -0.254, -0.619, 0.802, -0.168, 0.085, -0.259, 0.096, -0.183, 0.130, -0.776, 0.231, 0.229, 0.118, -0.339, 0.090, 0.069, 0.078, 0.081, 0.085, 0.105, 0.057, 0.134, 0.105, 0.116, 0.146, -0.659, 0.004, 0.156, 0.171, 0.094, 0.104, 0.059, 0.094, -0.707, -0.028, 0.147, 0.162, 0.099, 0.105, 0.102, 0.096, -0.686, -0.006, 0.153, 0.164, 0.034, 0.098, 0.058, 0.073, -0.681, 0.027, 0.152, 0.168, 0.054, 0.097, 0.106, 0.060, -0.649, 0.005, 0.154, 0.172, 0.092, 0.103, 0.083, 0.098, -0.667, 0.008, 0.148, 0.166, 0.090, 0.099, 0.070, 0.094],
  "e_tot_ha": -4675.9417,
  "smiles": "CC[C@@H](Br)C1=CC(=O)C(OB(O)O)=CC1=O.NC(N)=O.NC(N)=O.NC(N)=O.NC(N)=O.NC(N)=O.NC(N)=O",
  "mol_weight_g_mol": 649.23,
  "homo_energy_ev": -8.90
}